Density functional theory data (ωB97M-V with the def2-TZVPD basis set) for a structure of composition C28H49BrCdNP3.

Output
**Energy above the lowest of the compared OMol25 structures with the same formula, charge and spin**: 149.3 kJ/mol
**DFT total energy**: -4916.0641 a.u.
**Multiplicity**: 1
**Net charge**: +2

Positions of all 83 atoms, in Å:
N  -3.929  5.040  -3.887
C  -3.383  5.385  -2.722
C  -2.165  4.858  -2.287
C  -1.469  3.925  -3.100
C  -2.054  3.608  -4.348
C  -3.281  4.195  -4.685
C  -0.324  3.223  -2.554
Cd  1.830  2.481  -2.296
P  3.755  1.385  -1.334
C  -0.093  1.833  -2.865
C  -0.529  0.754  -1.973
C  0.112  -0.499  -2.105
C  0.340  -1.254  -0.993
C  -0.516  -1.162  0.216
C  -1.467  -0.009  0.141
C  -1.371  0.942  -0.838
Br  0.611  -0.928  1.807
H  0.074  3.721  -1.646
H  0.024  1.547  -3.923
H  -1.776  5.136  -1.308
H  -1.577  2.923  -5.043
H  -3.926  6.110  -2.113
H  -3.755  3.982  -5.646
H  0.546  -0.772  -3.075
H  -1.929  1.888  -0.757
H  1.185  -1.948  -0.948
H  -2.107  0.139  1.007
P  -1.316  -2.919  0.230
C  2.927  2.343  0.235
C  3.943  3.398  0.680
H  2.734  1.615  1.033
H  1.956  2.814  0.005
H  3.431  4.252  1.145
H  4.656  3.002  1.417
H  4.517  3.776  -0.179
C  3.389  0.067  -2.710
C  4.530  -0.893  -3.085
H  3.091  0.629  -3.611
H  2.522  -0.506  -2.353
H  4.240  -1.457  -3.983
H  5.464  -0.364  -3.303
H  4.732  -1.642  -2.311
C  4.200  0.021  -0.139
C  5.550  0.189  0.554
H  4.196  -0.940  -0.663
H  3.397  -0.047  0.609
H  5.617  -0.535  1.376
H  6.383  -0.023  -0.130
H  5.706  1.187  0.981
C  -1.545  -3.585  1.910
C  -1.676  -5.100  2.099
H  -2.451  -3.090  2.282
H  -0.698  -3.211  2.502
H  -2.728  -5.404  2.182
H  -1.214  -5.689  1.300
H  -1.177  -5.381  3.035
C  -0.281  -4.093  -0.690
C  -0.221  -4.017  -2.221
H  -0.658  -5.082  -0.399
H  0.723  -3.990  -0.252
H  -1.096  -4.506  -2.669
H  -0.152  -2.993  -2.609
H  0.677  -4.558  -2.551
C  -2.929  -2.785  -0.591
C  -4.143  -2.619  0.320
H  -2.988  -3.700  -1.197
H  -2.851  -1.930  -1.282
H  -5.044  -2.562  -0.303
H  -4.255  -3.466  1.008
H  -4.095  -1.685  0.896
C  -0.028  1.241  5.150
P  -1.658  0.885  4.372
C  -1.833  -0.854  4.966
C  -2.742  1.708  5.615
H  0.639  0.383  5.007
H  -0.143  1.467  6.218
H  0.397  2.111  4.634
H  -2.158  -0.870  6.015
H  -2.589  -1.346  4.341
H  -0.879  -1.379  4.851
H  -2.620  1.243  6.603
H  -2.491  2.775  5.660
H  -3.784  1.608  5.280